Entry one
{
  "formula": "C5H9NO3",
  "method": "wB97M-V/def2-TZVPD",
  "homo_lumo_gap_ha": 0.338,
  "multiplicity": 1,
  "homo_energy_ev": -8.3793,
  "symbols": ["O", "O", "O", "N", "C", "C", "C", "C", "C", "H", "H", "H", "H", "H", "H", "H", "H", "H"],
  "coordinates": [[-3.4135, -1.0853, 0.0981], [-3.2949, 1.1583, 0.0235], [-0.7670, 2.2247, -0.2711], [-0.1808, 0.9837, -0.1623], [-2.9606, 0.1045, 0.4504], [-0.6118, -0.0808, -0.7330], [1.5892, -0.3766, 0.2847], [0.5014, -1.0386, -0.6082], [1.1283, 1.0309, 0.5154], [-2.1739, 0.0214, 1.2582], [0.0760, -1.8915, -0.0509], [1.7863, -0.9762, 1.2288], [-4.3128, -1.1380, -0.3994], [-1.7528, 2.2851, -0.3095], [0.8284, 1.4157, 1.5559], [1.0148, -1.5946, -1.4802], [1.7244, 1.8655, 0.1306], [2.6783, -0.4015, -0.1022]],
  "lowdin_charge": [0.0547, 0.0441, 0.0033, -0.2253, -0.4868, -0.0447, -0.1887, -0.1978, -0.1321, 0.1521, 0.0989, 0.1161, 0.1793, 0.1028, 0.1453, 0.1357, 0.1180, 0.1251]
}

Entry two
{
  "formula": "C5H9NO3",
  "method": "wB97M-V/def2-TZVPD",
  "homo_lumo_gap_ha": 0.373,
  "multiplicity": 1,
  "smiles": "O=C1CN[C@H](O)C[C@H]1O",
  "homo_energy_ev": -9.4566,
  "symbols": ["O", "O", "O", "N", "C", "C", "C", "C", "C", "H", "H", "H", "H", "H", "H", "H", "H", "H"],
  "coordinates": [[-2.4674, 0.7534, 0.5163], [-1.9729, -1.7840, -0.0953], [2.5973, -0.4221, 0.1505], [0.9838, 1.0561, -0.4998], [-0.9607, -0.8609, -0.3696], [-1.3857, 0.5464, 0.0187], [0.3492, -1.2187, 0.3687], [-0.3344, 1.6065, -0.2352], [1.3031, -0.0153, 0.4507], [1.2475, 0.4565, 1.4463], [-0.7751, -0.8586, -1.4564], [-2.6774, -1.3047, 0.3728], [-0.6597, 2.2362, -1.0676], [3.0548, 0.4582, -0.0183], [0.0944, -1.5593, 1.3711], [-0.2800, 2.2518, 0.6490], [0.8557, -2.0266, -0.1562], [1.0274, 0.6849, -1.4457]],
  "lowdin_charge": [0.1090, -0.0057, -0.0226, -0.0176, -0.3203, -0.3240, -0.0412, -0.1285, -0.4417, 0.1544, 0.1641, 0.0923, 0.1382, 0.1318, 0.1285, 0.1344, 0.1256, 0.1234]
}

The data favor entry two; the next most stable structure lies 0.1417 hartree above it.

Entry one
{
  "formula": "C3H8S2",
  "method": "wB97M-V/def2-TZVPD",
  "homo_lumo_gap_ha": [0.144, 0.278],
  "multiplicity": 2,
  "charge": -1,
  "homo_energy_ev": [-0.0621, -3.7471],
  "symbols": ["S", "S", "C", "C", "C", "H", "H", "H", "H", "H", "H", "H", "H"],
  "coordinates": [[-0.4595, 0.8614, -2.1077], [0.9228, -0.2553, -0.7973], [0.2260, 0.2914, 0.8930], [-0.6621, -0.7663, 1.5844], [-0.4041, -0.7189, 3.1091], [-1.3355, -0.2144, -2.2419], [0.6227, -0.3563, 3.2415], [-0.4020, -1.7388, 1.1538], [-0.2789, -1.7666, 3.4626], [-1.7548, -0.6214, 1.4340], [-0.4737, 1.0865, 0.5734], [-1.0509, -0.1588, 3.7917], [0.9272, 0.8205, 1.5348]],
  "lowdin_charge": [-0.1110, 0.0900, -0.6148, -0.3358, -0.1466, -0.2627, 0.0498, 0.0678, 0.0598, 0.1000, 0.0083, 0.0575, 0.0378]
}

Entry two
{
  "formula": "C3H8S2",
  "method": "wB97M-V/def2-TZVPD",
  "homo_lumo_gap_ha": [0.139, 0.262],
  "multiplicity": 2,
  "charge": -1,
  "homo_energy_ev": [-0.0907, -3.4506],
  "symbols": ["S", "S", "C", "C", "C", "H", "H", "H", "H", "H", "H", "H", "H"],
  "coordinates": [[-1.3471, -0.9302, -0.1634], [-1.5546, 1.2638, 0.1745], [-0.1819, -1.4476, 1.1519], [2.5320, 0.3310, -1.2687], [3.3745, 0.4376, -0.2613], [4.4204, 0.2112, -0.4324], [0.4488, -0.5998, 1.4093], [1.4771, 0.5350, -1.1016], [2.9952, 0.8574, 0.6611], [-0.3446, 1.6252, -0.2830], [-0.6510, -2.0263, 1.9429], [0.4357, -2.1916, 0.6525], [2.7935, 0.1082, -2.2904]],
  "lowdin_charge": [0.0624, -0.0896, -0.5804, -0.0754, -0.0877, 0.0338, -0.0094, 0.0174, 0.0452, -0.3359, -0.0039, -0.0180, 0.0415]
}

The data favor entry one; the next most stable structure lies 0.0231 hartree above it.

Entry one
{
  "formula": "C2H6N2O3",
  "method": "wB97M-V/def2-TZVPD",
  "homo_lumo_gap_ha": 0.386,
  "multiplicity": 1,
  "smiles": "CCN(O)[N+](=O)[O-]",
  "homo_energy_ev": -9.8069,
  "symbols": ["O", "O", "O", "N", "N", "C", "C", "H", "H", "H", "H", "H", "H"],
  "coordinates": [[-2.0705, 1.4750, 0.0442], [-2.9433, -0.4869, 0.0691], [-0.7008, -1.7095, -0.2034], [-2.0616, 0.2923, 0.0710], [-0.6303, -0.3166, 0.1776], [0.5485, 0.2671, -0.5142], [1.7916, 0.3360, 0.4154], [0.8648, -0.2196, -1.4052], [1.6341, 1.0031, 1.2499], [0.2594, 1.3712, -0.7339], [-1.1856, -2.3161, 0.3801], [2.0017, -0.6264, 0.6247], [2.4919, 0.9303, -0.1754]],
  "lowdin_charge": [0.0972, 0.1161, -0.0361, -0.3940, -0.0472, -0.1986, -0.0667, 0.0982, 0.0736, 0.1409, 0.1058, 0.0305, 0.0801]
}

Entry two
{
  "formula": "C2H6N2O3",
  "method": "wB97M-V/def2-TZVPD",
  "homo_lumo_gap_ha": 0.365,
  "multiplicity": 1,
  "smiles": "NC(N)=O.O=CO",
  "homo_energy_ev": -9.5697,
  "symbols": ["O", "O", "O", "N", "N", "C", "C", "H", "H", "H", "H", "H", "H"],
  "coordinates": [[2.3530, 2.0907, -1.2603], [1.3774, 1.0458, 0.4506], [-2.1448, -1.7554, -0.7097], [-1.8672, -0.7870, 1.3415], [-0.0484, -1.5825, 0.1685], [1.5192, 2.0243, -0.2177], [-1.4040, -1.4210, 0.1899], [-1.3856, -1.0564, 2.1888], [0.9487, 2.9498, -0.0332], [0.2951, -2.0184, -0.6669], [-2.8656, -0.8389, 1.4126], [2.2722, 2.9272, -1.7514], [0.5246, -0.9027, 0.6479]],
  "lowdin_charge": [0.0897, 0.0674, 0.0310, 0.1290, 0.1485, -0.3832, -0.6839, 0.0907, 0.1412, 0.1016, 0.0875, 0.1196, 0.0608]
}

The data favor entry two; the next most stable structure lies 0.2504 hartree above it.

Entry one
{
  "formula": "C11H14NO2",
  "method": "wB97M-V/def2-TZVPD",
  "homo_lumo_gap_ha": [0.267, 0.275],
  "multiplicity": 1,
  "charge": 1,
  "homo_energy_ev": [-11.5226, -11.8247],
  "symbols": ["O", "O", "N", "C", "C", "C", "C", "C", "C", "C", "C", "C", "C", "C", "H", "H", "H", "H", "H", "H", "H", "H", "H", "H", "H", "H", "H", "H"],
  "coordinates": [[1.1951, 2.3231, 0.7738], [2.8807, -1.8009, -0.5981], [2.6486, 0.4339, 0.6495], [2.4708, -1.1750, 0.6083], [1.8346, 1.3956, -1.4263], [-2.0598, 0.4988, 1.1318], [0.0350, -0.7427, 0.5698], [1.6178, 1.1451, 0.0641], [-1.9504, -0.9951, -0.7635], [-1.3234, -0.4522, 0.3544], [-4.0323, -0.0765, -0.1870], [-3.2880, -0.8767, -1.0167], [0.9881, -1.5976, 0.8395], [-3.4578, 0.5752, 0.9232], [-1.5114, 0.8764, 1.9278], [3.1003, -1.5312, 1.4652], [-3.8324, -1.3050, -1.8419], [0.7660, 1.2639, -1.8394], [-4.9768, 0.3110, -0.6925], [2.5401, 0.7922, -1.7312], [-4.0165, 1.3092, 1.6142], [-1.3671, -1.6641, -1.3048], [2.1014, -1.9842, -1.1281], [2.7464, 0.6998, 1.6309], [3.6141, 0.3950, 0.2049], [2.0751, 2.4148, -1.6666], [0.2872, 2.4165, 0.4284], [0.9146, -2.6492, 1.0105]],
  "lowdin_charge": [0.0236, 0.0322, 0.1279, -0.2353, 0.0231, -0.0077, 0.0820, -0.3366, -0.0327, -0.2359, -0.0731, -0.0708, -0.0080, -0.0441, 0.0889, 0.1699, 0.1177, 0.1327, 0.1421, 0.0161, 0.1403, 0.0981, 0.1091, 0.1922, 0.2134, 0.0954, 0.1107, 0.1288]
}

Entry two
{
  "formula": "C11H14NO2",
  "method": "wB97M-V/def2-TZVPD",
  "homo_lumo_gap_ha": 0.352,
  "multiplicity": 1,
  "charge": 1,
  "homo_energy_ev": -12.5555,
  "symbols": ["O", "O", "N", "C", "C", "C", "C", "C", "C", "C", "C", "C", "C", "C", "H", "H", "H", "H", "H", "H", "H", "H", "H", "H", "H", "H", "H", "H"],
  "coordinates": [[-1.7204, -1.4376, 0.3755], [-0.3970, -1.5595, -1.1742], [-0.7792, 0.8439, -1.9202], [2.8098, -0.0888, 2.6550], [0.3781, 1.6022, 0.2737], [1.2929, -1.6887, 1.6359], [1.0352, 0.6893, 1.1497], [-2.1543, 1.1588, -2.3788], [0.5978, -0.6435, 0.9953], [-1.7126, -1.9514, -0.9732], [-0.5173, -0.8479, 0.0731], [2.3406, -1.3496, 2.4715], [-0.7296, 0.9261, -0.4280], [2.1958, 0.9238, 1.8696], [2.8642, -2.2666, 2.8473], [1.0629, -2.7426, 1.6426], [1.0621, 2.2932, -0.2910], [-2.4715, -1.5171, -1.6161], [-2.4467, 2.0448, -1.7713], [3.6964, -0.0351, 3.2036], [-2.7885, 0.1987, -2.1892], [-1.6416, 1.3343, -0.0616], [-0.1019, 2.3634, 0.8755], [-1.7642, -2.9976, -1.0280], [-1.9712, 1.3514, -3.5675], [-0.1924, 1.5663, -2.3682], [-0.4339, -0.1609, -2.1354], [2.4866, 1.9907, 1.8345]],
  "lowdin_charge": [0.0792, 0.0070, -0.0101, -0.0243, -0.1295, 0.0211, -0.1907, -0.0048, -0.0715, -0.1235, -0.2898, -0.0885, -0.1099, 0.0155, 0.1347, 0.1260, 0.1614, 0.1171, 0.1115, 0.0998, 0.1144, 0.1335, 0.1370, 0.1338, 0.1640, 0.1804, 0.1744, 0.1320]
}

The data favor entry two; the next most stable structure lies 0.0803 hartree above it.

Entry one
{
  "formula": "C4H10N3",
  "method": "wB97M-V/def2-TZVPD",
  "homo_lumo_gap_ha": 0.317,
  "multiplicity": 1,
  "charge": 1,
  "homo_energy_ev": -12.5891,
  "symbols": ["N", "N", "N", "C", "C", "C", "C", "H", "H", "H", "H", "H", "H", "H", "H", "H", "H"],
  "coordinates": [[-0.2474, 0.6736, -0.7387], [-0.2688, 1.4885, 2.1804], [0.1262, -0.6682, -0.8683], [-0.4969, 0.4855, 1.5608], [-0.7594, -0.9232, 1.4535], [0.5989, 1.7852, -0.8933], [-0.9923, -1.3235, -0.0194], [1.6484, 1.5906, -0.4085], [0.1297, 2.7629, -0.5704], [0.8578, 1.9469, -1.9640], [-2.0722, -1.0597, -0.3545], [-0.8906, -2.3973, -0.0854], [-0.2530, 2.3761, 1.7037], [-0.0184, -1.5038, 1.9398], [-1.7461, -1.2303, 1.8380], [0.0353, -0.8687, -1.9629], [0.9726, -1.1562, -0.5525]],
  "lowdin_charge": [-0.1636, 0.2644, -0.0340, -0.0509, -0.1166, -0.1794, -0.1021, 0.1093, 0.0984, 0.0800, 0.1718, 0.1198, 0.1032, 0.1271, 0.1547, 0.2421, 0.1758]
}

Entry two
{
  "formula": "C4H10N3",
  "method": "wB97M-V/def2-TZVPD",
  "homo_lumo_gap_ha": 0.312,
  "multiplicity": 1,
  "charge": 1,
  "smiles": "N[C@@H]1CNC(=[NH2+])C1",
  "homo_energy_ev": -12.7074,
  "symbols": ["N", "N", "N", "C", "C", "C", "C", "H", "H", "H", "H", "H", "H", "H", "H", "H", "H"],
  "coordinates": [[-0.2216, -1.7771, -1.7018], [-1.4625, -0.0655, -0.2135], [0.8389, -0.1538, 1.8129], [-1.0067, 1.0503, 0.5484], [-0.1741, -0.7084, -0.9446], [0.9835, 0.1474, -0.6043], [0.5950, 0.7912, 0.7683], [1.0659, 0.9617, -1.2509], [0.8755, 0.3427, 2.7339], [-1.4893, 1.2471, 1.5328], [0.6125, -1.9378, -2.2546], [-0.9196, 2.0989, 0.1384], [0.6921, -1.1062, 1.8141], [1.0305, 1.7465, 0.7826], [-1.0174, -2.2571, -2.0570], [-2.4472, -0.2128, -0.4647], [2.0446, -0.1672, -0.6400]],
  "lowdin_charge": [0.2428, 0.0892, 0.0649, -0.1818, -0.1033, -0.0656, -0.3223, 0.1180, 0.1231, 0.1315, 0.1522, 0.1273, 0.0576, 0.1236, 0.1404, 0.1471, 0.1554]
}

Entry three
{
  "formula": "C4H10N3",
  "method": "wB97M-V/def2-TZVPD",
  "homo_lumo_gap_ha": 0.299,
  "multiplicity": 1,
  "charge": 1,
  "smiles": "NC(N)/C=C\\C=[NH2+]",
  "homo_energy_ev": -13.2593,
  "symbols": ["N", "N", "N", "C", "C", "C", "C", "H", "H", "H", "H", "H", "H", "H", "H", "H", "H"],
  "coordinates": [[-1.1341, 0.9811, -2.0604], [-0.6346, 1.1731, 0.2411], [1.7748, -0.3540, 2.1825], [0.0323, -1.0077, -0.9039], [0.9258, -1.2732, 0.1366], [-0.9534, 0.2194, -0.7855], [0.7299, -0.6607, 1.3876], [-0.0133, -1.4707, -1.8413], [1.8350, -1.8214, -0.1200], [-2.1441, 1.1941, -2.3208], [-1.4323, 1.3643, 0.9669], [-0.2091, -0.6130, 1.8095], [1.5987, 0.1970, 3.0733], [-0.6480, 0.4902, -2.7405], [-0.4562, 2.1231, -0.2729], [-1.9971, -0.1992, -0.5843], [2.7255, -0.3426, 1.8322]],
  "lowdin_charge": [0.0464, 0.0085, 0.1846, 0.0849, -0.0464, -0.4508, -0.0871, 0.0981, 0.1325, 0.1272, 0.1420, 0.1113, 0.1747, 0.0305, 0.1422, 0.1646, 0.1367]
}

Entry four
{
  "formula": "C4H10N3",
  "method": "wB97M-V/def2-TZVPD",
  "homo_lumo_gap_ha": 0.384,
  "multiplicity": 1,
  "charge": 1,
  "smiles": "N/C=[NH+]/C1(N)CC1",
  "homo_energy_ev": -13.7850,
  "symbols": ["N", "N", "N", "C", "C", "C", "C", "H", "H", "H", "H", "H", "H", "H", "H", "H", "H"],
  "coordinates": [[0.0271, -0.7518, -0.3110], [0.7056, -2.6405, 0.9170], [-1.4672, 0.8688, 0.6543], [-0.4049, 0.6700, -0.1941], [-0.0113, -1.5485, 0.7298], [0.8995, 1.4198, -0.2756], [-0.1301, 1.4036, -1.4674], [-1.4351, 1.3916, 1.5426], [1.8587, 1.0654, -0.3705], [-2.3741, 0.9446, 0.2144], [-0.5504, -1.1953, 1.5259], [0.6873, -0.7801, -1.0739], [0.9247, 2.3918, 0.1512], [-0.6338, 2.4104, -1.8277], [0.5449, -3.2429, 1.7356], [0.0902, 0.7795, -2.2400], [1.2689, -3.1865, 0.2896]],
  "lowdin_charge": [0.1436, 0.1897, 0.1182, -0.5375, -0.1059, -0.0142, -0.0143, 0.1300, 0.0816, 0.1120, 0.1275, 0.1593, 0.1011, 0.1706, 0.1482, 0.0567, 0.1334]
}

The data favor entry four; the next most stable structure lies 0.0110 hartree above it.